1.
Below is C29H26GdN2O3S4 as an isolated structure, with properties calculated with the ωB97M-V functional and the def2-TZVPD basis.

The value obtained for the energy above the lowest of the compared OMol25 structures with the same formula, charge and spin is 30.43 kJ/mol. The value obtained for the HOMO energy (spin up / spin down) is -0.161 / -0.157 Ha. As for the gap between HOMO and LUMO (spin up / spin down): 6.6 / 5.4 eV. As for the expectation value of S²: 16.05. Its lowest unoccupied orbital energy (spin up / spin down) is 2.220 / 1.101 eV.

ORCA input file:
```
! wB97M-V def2-TZVPD RIJCOSX def2/J DEFGRID3
* xyz -1 8
H -3.340 5.558 -0.056
C -4.142 -1.504 -2.638
C 3.077 2.388 1.850
C -5.105 4.338 0.038
C 1.339 5.002 -0.268
C -2.390 1.036 -0.420
H 3.857 -2.676 -1.452
O 3.164 -0.233 0.630
C 3.089 -3.297 -1.006
C -5.602 3.044 0.012
H -2.669 -3.622 -0.456
C 1.098 -4.908 0.038
H 1.045 -7.046 1.120
C 2.265 3.053 0.776
C 0.814 4.177 -1.251
H 3.902 1.181 -0.684
C -2.955 -2.684 -0.917
N -1.188 1.182 -0.081
N 1.714 2.255 -0.150
C 1.032 2.816 -1.151
H 5.050 2.500 0.951
C 1.766 -2.828 -0.997
Gd 0.538 -0.021 0.643
C -3.772 -2.699 -2.039
C -4.743 1.968 -0.165
C 3.403 -4.538 -0.496
C -2.883 3.476 -0.256
C 2.094 4.433 0.743
S 0.324 -2.117 2.350
H -5.780 5.177 0.156
H -4.002 0.636 -2.567
C 4.176 0.694 0.256
H -0.250 -3.330 -0.486
H 0.288 -5.516 0.427
H 5.120 0.159 0.107
C -2.913 -0.273 -0.962
H -1.891 -1.475 0.500
H -5.137 0.959 -0.178
H 3.329 3.120 2.618
S 0.205 0.718 3.254
H 3.095 -0.870 -0.102
H -1.812 3.614 -0.330
C -2.521 -1.480 -0.387
C 2.841 -6.700 0.535
H 1.167 6.071 -0.300
H 0.660 2.139 -1.912
S 1.367 -1.262 -1.685
C 0.777 -3.667 -0.473
H -6.663 2.865 0.136
C -3.738 4.552 -0.094
C -3.719 -0.299 -2.099
H -4.118 -3.643 -2.442
H 4.858 1.266 2.204
C -3.373 2.173 -0.315
O 3.974 -7.102 0.488
H 0.228 4.575 -2.068
H -4.760 -1.517 -3.528
C 4.374 1.736 1.346
S -0.342 -1.483 5.162
H 2.539 5.048 1.513
H 4.423 -4.898 -0.507
C 0.044 -0.974 3.637
C 2.417 -5.367 0.039
O 1.890 -7.503 1.066
H 2.462 1.621 2.326
*
```



2.
Below is C29H26GeN3O3SSn as an isolated structure, with properties calculated with the ωB97M-V functional and the def2-TZVPD basis.

The value obtained for the energy above the lowest of the compared OMol25 structures with the same formula, charge and spin is 83.44 kJ/mol. The value obtained for the HOMO energy is -0.397 Ha. As for the gap between HOMO and LUMO: 4.6 eV. Its lowest unoccupied orbital energy is -6.175 eV.

ORCA input file:
```
! wB97M-V def2-TZVPD RIJCOSX def2/J DEFGRID3
* xyz 1 1
H -2.244 2.600 4.810
O -0.560 -1.154 1.112
H -3.313 3.321 -1.453
H -1.367 0.286 4.771
H 3.233 -2.291 1.901
H 6.156 1.632 3.192
H 5.492 1.594 0.959
H -3.941 0.526 1.868
O 4.331 -0.873 -0.058
H -3.349 -2.791 5.114
C 6.622 2.599 5.036
C 3.886 2.952 5.334
C -1.255 2.400 4.418
C -0.673 -2.522 3.027
H 0.300 -2.949 2.829
H -4.256 -1.035 3.689
S -0.096 1.852 -1.065
C 6.126 3.246 6.160
Ge 3.158 1.551 2.850
N -2.164 0.761 0.779
C -1.453 -2.954 4.046
H 7.689 2.458 4.917
C 0.829 3.196 3.512
H -1.772 3.689 -2.196
C 3.205 -0.856 0.355
H 4.350 4.192 -2.227
N -2.660 1.420 -0.140
C -1.764 2.140 -0.907
H -0.822 4.466 4.028
H 1.787 -1.259 1.909
H 1.639 3.487 1.002
Sn 0.300 -0.759 -0.937
C 1.326 1.892 3.447
H 2.178 4.603 -1.118
O 2.179 -0.423 -0.392
H 1.457 4.028 3.217
C 3.557 -0.374 2.819
C 4.371 2.302 4.199
C -2.497 -0.935 2.415
C -0.454 3.448 3.982
H -1.080 -3.733 4.698
H 2.820 3.094 5.466
N -2.324 3.138 -1.557
C -2.940 0.139 1.676
C 4.118 3.705 -1.288
C 4.752 2.251 0.518
C 4.759 3.424 6.307
C 5.749 2.130 4.064
C 2.871 -1.268 1.778
C 3.527 2.462 1.150
C -2.767 -2.419 4.282
C -3.274 -1.446 3.493
C 2.899 3.932 -0.667
H 4.369 3.928 7.183
H 5.992 2.664 -1.178
C 0.512 0.853 3.893
H 6.806 3.613 6.918
H 3.311 -0.749 3.816
H 4.639 -0.452 2.708
C 5.043 2.859 -0.696
C 2.600 3.304 0.538
C -1.178 -1.528 2.125
H 0.892 -0.164 3.891
C -0.765 1.102 4.385
*
```



3.
Below is C29H26I2MoN3Sb2 as an isolated structure, with properties calculated with the ωB97M-V functional and the def2-TZVPD basis.

The value obtained for the HOMO energy (spin up / spin down) is -0.621 / -0.621 Ha. As for the gap between HOMO and LUMO (spin up / spin down): 6.1 / 6.1 eV. Its lowest unoccupied orbital energy (spin up / spin down) is -10.781 / -10.785 eV.

ORCA input file:
```
! wB97M-V def2-TZVPD RIJCOSX def2/J DEFGRID3
* xyz 3 1
C 5.032 -0.761 1.137
H 2.593 -0.246 3.425
C 0.651 5.017 1.123
C 4.424 -0.370 2.326
H 2.649 5.676 0.724
Sb 0.283 -1.341 1.647
C 3.060 -0.541 2.493
H 0.469 -1.172 4.301
H -1.246 2.925 -1.411
C 1.184 -0.046 -3.317
H 1.226 -0.576 -5.398
H 2.001 1.472 0.311
Mo -1.480 -1.689 -0.315
H 0.285 6.007 1.357
I -3.757 -2.030 1.820
C -3.287 1.033 -3.358
C 2.459 3.557 0.471
H -2.068 2.196 3.220
C -0.213 3.933 1.182
C -0.703 0.620 3.876
H -3.485 -0.671 -0.459
C 0.630 -0.316 -2.082
C -3.587 0.017 -2.464
H -1.197 -1.511 3.848
H 4.780 -1.644 -0.805
N -1.704 -8.274 0.794
N -1.621 -5.859 0.320
H -0.473 -2.356 -5.182
H -1.250 4.094 1.460
N -1.487 -3.531 -0.285
C 0.781 -0.780 -4.432
C 2.323 -1.102 1.447
C -1.914 2.117 -1.685
H -4.242 -0.793 -2.758
C 2.924 -1.505 0.253
C 0.278 2.663 0.877
H -3.703 1.015 -4.356
H 2.346 -1.958 -0.544
C -3.068 0.052 -1.169
C 1.610 2.461 0.524
C -1.560 -4.727 0.034
H 5.014 0.058 3.124
C -1.662 -7.147 0.567
I -5.506 -3.275 0.242
C -0.754 -2.038 -3.083
H 0.185 1.249 3.766
C -1.835 1.156 2.996
C 1.980 4.827 0.767
H -2.235 2.877 -3.660
C 4.291 -1.327 0.106
C -2.462 2.079 -2.965
C -0.346 -0.856 3.650
H 6.100 -0.634 1.019
H 0.978 0.248 -1.222
H -1.491 -2.830 -3.009
C -0.356 -1.313 -1.933
C -2.244 1.126 -0.774
Sb -1.086 1.091 1.000
H 1.941 0.721 -3.420
H -2.753 0.574 3.073
C -0.180 -1.779 -4.314
H 3.498 3.419 0.203
H -1.018 0.721 4.918
*
```



4.
Below is C29H27BN9PRuS as an isolated structure, with properties calculated with the ωB97M-V functional and the def2-TZVPD basis.

The value obtained for the energy above the lowest of the compared OMol25 structures with the same formula, charge and spin is 104.26 kJ/mol. The value obtained for the HOMO energy (spin up / spin down) is -0.366 / -0.354 Ha. As for the gap between HOMO and LUMO (spin up / spin down): 7.0 / 6.7 eV. As for the expectation value of S²: 0.77. Its lowest unoccupied orbital energy (spin up / spin down) is -2.935 / -2.976 eV.

ORCA input file:
```
! wB97M-V def2-TZVPD RIJCOSX def2/J DEFGRID3
* xyz 1 2
C -0.462 -1.371 -4.484
H -0.992 -1.317 6.086
N 1.954 -2.274 -0.493
H 1.633 2.155 3.732
H -3.021 -0.253 -1.927
C -0.340 -0.584 4.182
C 3.125 0.079 1.645
C -3.406 1.821 -2.212
C -0.516 0.888 -4.453
C 2.145 -1.327 -1.147
C -0.422 -0.558 5.568
C -2.552 2.882 -2.019
H -0.488 1.831 -6.381
N -0.436 -0.225 -6.555
H -0.368 -2.287 -6.432
H 0.147 0.464 7.359
C -2.281 -2.265 0.310
H 2.943 -0.833 2.199
Ru -0.163 -0.505 -1.229
C -0.428 -3.397 1.351
S 2.241 -0.001 -2.134
H -2.155 -0.116 0.299
H 5.242 -0.208 1.621
B -1.723 4.082 2.070
C 4.424 0.434 1.328
H -3.275 -2.270 -0.120
H 1.442 2.206 6.181
H -0.259 -4.314 -1.062
H -2.278 -4.343 0.708
H -2.088 3.901 3.208
C 1.049 1.397 4.242
H -2.626 4.254 1.288
C 0.408 0.387 3.518
H 5.690 1.900 0.414
H -0.817 4.878 1.974
C 4.672 1.619 0.647
H 0.018 -4.317 1.705
C -0.392 -2.615 -3.707
C 2.071 0.902 1.242
N -0.553 1.759 1.374
C -0.481 0.894 -5.838
H 1.507 2.722 0.233
P 0.434 0.443 1.730
C 0.950 1.424 5.619
C -1.728 -3.414 0.772
C -1.366 2.306 -1.550
H 0.177 -5.553 -3.260
N -2.738 0.711 -1.857
C 0.262 -2.238 1.479
H -0.537 1.809 -3.887
N -1.488 0.987 -1.439
C 2.321 2.083 0.549
N -0.517 -0.253 -3.768
C -1.591 -1.023 0.433
N -0.113 -3.779 -4.244
C 0.218 0.443 6.280
H -0.855 -1.357 3.628
H -0.436 2.779 -1.288
C -0.419 -1.362 -5.874
C 3.627 2.445 0.264
H -2.757 3.924 -2.186
C -0.319 -0.986 1.059
H 3.825 3.364 -0.269
N -0.055 -4.578 -3.161
N -0.530 -2.625 -2.354
H 1.232 -2.260 1.955
C -0.288 -3.886 -2.047
H -4.422 1.770 -2.563
C -1.077 2.754 1.688
*
```